Version a
ORCA calculation (ωB97M-V with the def2-TZVPD basis set) on an isolated molecule of C21H24N2O5.

Calculated values
SMILES = COc1ccc(NC(=O)CCCN2C(=O)[C@@H]3[C@H](C2=O)[C@H]2C=C[C@@H]3C2)c(OC)c1
frontier orbital gap = 0.305 Eh
HOMO = -7.73 eV

Last columns: bonded neighbours and bond lengths (Å).
Atoms and positions in Å:
1 O 0.2538 -0.0274 1.4692  C28 1.202
2 O 4.0678 1.5951 -0.3845  C14 1.203
3 O -1.1366 -1.0847 -1.6666  C11 1.408, C13 1.377
4 O -5.3206 -1.7084 0.5295  C20 1.407, C23 1.365
5 O -1.2901 3.4681 0.0951  C21 1.212
6 N 2.0624 1.0688 0.5902  C14 1.379, C25 1.451, C28 1.383
7 N -0.9969 1.4479 -0.9176  C17 1.400, C21 1.357, H47 1.010
8 C -3.1474 1.2530 0.2509  C17 1.382, C22 1.386, H42 1.077
9 C -3.2758 -1.3944 -0.5406  C13 1.379, C23 1.398, H35 1.077
10 C 0.7615 3.0862 -1.0835  C21 1.525, C24 1.532, H34 1.091, H39 1.092
11 C -1.1817 -2.4180 -2.1170  O3 1.408, H29 1.094, H44 1.090, H45 1.094
12 C 4.0374 -2.9021 -0.4319  C18 1.327, C26 1.509, H48 1.074
13 C -2.1931 -0.6259 -0.9111  O3 1.377, C9 1.379, C17 1.408
14 C 3.1966 0.8001 -0.1472  O2 1.203, N6 1.379, C16 1.515
15 C 1.8455 -1.1961 0.0371  C16 1.530, C19 1.553, C28 1.513, H31 1.090
16 C 3.1380 -0.6523 -0.5754  C14 1.515, C15 1.530, C26 1.554, H52 1.091
17 C -2.1243 0.7230 -0.5128  N7 1.400, C8 1.382, C13 1.408
18 C 2.9150 -3.3763 0.0936  C12 1.327, C19 1.509, H40 1.074
19 C 2.3489 -2.3084 0.9973  C15 1.553, C18 1.509, C27 1.533, H30 1.086
20 C -6.3843 -1.2330 1.3180  O4 1.407, H33 1.089, H36 1.095, H38 1.095
21 C -0.6212 2.7040 -0.5668  O5 1.212, N7 1.357, C10 1.525
22 C -4.2349 0.4789 0.6244  C8 1.386, C23 1.385, H32 1.077
23 C -4.3050 -0.8474 0.2306  O4 1.365, C9 1.398, C22 1.385
24 C 1.6750 3.4660 0.0861  C10 1.532, C25 1.530, H37 1.090, H50 1.091
25 C 1.7566 2.3711 1.1518  N6 1.451, C24 1.530, H43 1.094, H46 1.093
26 C 4.2396 -1.5079 0.1101  C12 1.509, C16 1.554, C27 1.533, H41 1.086
27 C 3.6459 -1.6741 1.5137  C19 1.533, C26 1.533, H49 1.089, H51 1.089
28 C 1.2467 -0.0302 0.7921  O1 1.202, N6 1.383, C15 1.513
29 H -2.0610 -2.5986 -2.7417  C11 1.094
30 H 1.6093 -2.6205 1.7289  C19 1.086
31 H 1.1152 -1.5816 -0.6737  C15 1.090
32 H -5.0101 0.9293 1.2219  C22 1.077
33 H -7.0632 -2.0762 1.4367  C20 1.089
34 H 1.2058 2.2763 -1.6648  C10 1.091
35 H -3.3672 -2.4305 -0.8203  C9 1.077
36 H -6.0383 -0.9050 2.3032  C20 1.095
37 H 1.2828 4.3623 0.5671  C24 1.090
38 H -6.9126 -0.4099 0.8261  C20 1.095
39 H 0.6524 3.9555 -1.7347  C10 1.092
40 H 2.4308 -4.3144 -0.1039  C18 1.074
41 H 5.2367 -1.0856 0.0257  C26 1.086
42 H -3.0864 2.2825 0.5601  C8 1.077
43 H 2.5287 2.6339 1.8816  C25 1.094
44 H -0.2822 -2.5617 -2.7158  C11 1.090
45 H -1.1794 -3.1226 -1.2796  C11 1.094
46 H 0.7980 2.2620 1.6656  C25 1.093
47 H -0.3650 0.8955 -1.4800  N7 1.010
48 H 4.6810 -3.3624 -1.1580  C12 1.074
49 H 3.4999 -0.7377 2.0502  C27 1.089
50 H 2.6744 3.6779 -0.2954  C24 1.091
51 H 4.2260 -2.3579 2.1307  C27 1.089
52 H 3.2075 -0.7197 -1.6621  C16 1.091

***

Version b
ORCA calculation (ωB97M-V with the def2-TZVPD basis set) on an isolated molecule of C21H24N2O5.

Calculated values
SMILES = CC(C)(C)OC(=O)NC[C@@]12C=C[C@@H](O1)[C@H]1C(=O)N(Cc3ccccc3)C(=O)[C@H]12
frontier orbital gap = 0.365 Eh
HOMO = -9.23 eV

Last columns: bonded neighbours and bond lengths (Å).
Atoms and positions in Å:
1 O 2.6834 0.5396 1.8267  C14 1.209
2 O 3.1955 0.3092 -0.3831  C14 1.342, C19 1.448
3 O -0.7898 -0.2562 -1.6704  C23 1.206
4 O -1.9039 -0.3630 1.9831  C13 1.422, C22 1.414
5 O -4.0636 -2.7569 0.2259  C10 1.201
6 N 1.1249 0.7825 0.1987  C9 1.439, C14 1.356, H39 1.012
7 N -2.6239 -1.3775 -0.8951  C10 1.379, C21 1.449, C23 1.373
8 C -3.9307 2.7927 -2.8005  C15 1.384, C20 1.384, H36 1.080
9 C 0.0018 0.9064 1.0895  N6 1.439, C13 1.525, H45 1.092, H46 1.093
10 C -2.9771 -2.2591 0.1045  O5 1.201, N7 1.379, C28 1.514
11 C 5.1728 -0.0814 -1.5844  C19 1.529, H33 1.086, H40 1.087, H43 1.087
12 C 4.8510 -1.1494 0.6672  C19 1.529, H31 1.086, H38 1.088, H52 1.086
13 C -0.5618 -0.4436 1.5215  O4 1.422, C9 1.525, C17 1.520, C18 1.581
14 C 2.3774 0.5356 0.6568  O1 1.209, O2 1.342, N6 1.356
15 C -3.9105 3.4060 -1.5597  C8 1.384, C26 1.384, H50 1.080
16 C -3.6780 1.2602 -0.5098  C26 1.384, C27 1.389, H47 1.081
17 C 0.1299 -1.1684 2.6641  C13 1.520, C24 1.325, H41 1.071
18 C -0.6887 -1.5481 0.3979  C13 1.581, C23 1.512, C28 1.529, H42 1.088
19 C 4.6137 0.1056 -0.1735  O2 1.448, C11 1.529, C12 1.529, C25 1.528
20 C -3.8163 1.4173 -2.8970  C8 1.384, C27 1.388, H34 1.080
21 C -3.5668 -0.8577 -1.8651  N7 1.449, C27 1.508, H30 1.095, H49 1.094
22 C -2.0378 -1.7191 2.3626  O4 1.414, C24 1.514, C28 1.566, H35 1.086
23 C -1.3146 -0.9656 -0.8489  O3 1.206, N7 1.373, C18 1.512
24 C -0.7935 -1.9584 3.1914  C17 1.325, C22 1.514, H32 1.071
25 C 5.2346 1.3343 0.4900  C19 1.528, H37 1.086, H48 1.088, H51 1.086
26 C -3.7822 2.6368 -0.4159  C15 1.384, C16 1.384, H29 1.080
27 C -3.6908 0.6411 -1.7535  C16 1.389, C20 1.388, C21 1.508
28 C -1.7704 -2.4445 1.0007  C10 1.514, C18 1.529, C22 1.566, H44 1.088
29 H -3.7629 3.1073 0.5560  C26 1.080
30 H -4.5241 -1.3468 -1.6557  C21 1.095
31 H 4.4452 -1.0127 1.6656  C12 1.086
32 H -0.7276 -2.6657 3.9931  C24 1.071
33 H 6.2456 -0.2436 -1.5409  C11 1.086
34 H -3.8218 0.9428 -3.8676  C20 1.080
35 H -3.0065 -1.9217 2.8091  C22 1.086
36 H -4.0279 3.3870 -3.6969  C8 1.080
37 H 6.3112 1.2078 0.5608  C25 1.086
38 H 4.3683 -2.0071 0.2030  C12 1.088
39 H 0.9255 0.6121 -0.7783  N6 1.012
40 H 4.9694 0.8016 -2.1839  C11 1.087
41 H 1.1625 -1.0200 2.9077  C17 1.071
42 H 0.2720 -2.0153 0.1902  C18 1.088
43 H 4.7020 -0.9368 -2.0616  C11 1.087
44 H -1.5196 -3.4949 1.1336  C28 1.088
45 H -0.7867 1.4741 0.5907  C9 1.092
46 H 0.3275 1.4460 1.9829  C9 1.093
47 H -3.5757 0.6723 0.3915  C16 1.081
48 H 5.0202 2.2234 -0.0990  C25 1.088
49 H -3.2339 -1.1330 -2.8703  C21 1.094
50 H -3.9916 4.4802 -1.4843  C15 1.080
51 H 4.8270 1.4677 1.4881  C25 1.086
52 H 5.9171 -1.3434 0.7426  C12 1.086

***

Which of them is the most stable, and which is the least stable? version b and version a, in that order.

***

Version a
ORCA calculation (ωB97M-V with the def2-TZVPD basis set) on an isolated molecule of C3H6N2O3.

Calculated values
SMILES = CC(=O)O/N=C/NO
frontier orbital gap = 0.315 Eh
HOMO = -8.28 eV

Last columns: bonded neighbours and bond lengths (Å).
Atoms and positions in Å:
1 O 0.8169 -2.3461 -0.9747  C6 1.225
2 O -0.4240 -0.8790 0.2390  N4 1.518, C6 1.363
3 O 0.2457 3.7015 -0.2357  N5 1.231, H9 0.942
4 N 0.6549 0.1717 0.4276  O2 1.518, C7 1.550
5 N 0.6065 2.5656 0.0717  O3 1.231, C7 1.359, H14 1.230
6 C -0.1740 -2.1076 -0.2948  O1 1.225, O2 1.363, C8 1.700
7 C -0.1507 1.4378 0.0380  N4 1.550, N5 1.359, H11 1.173
8 C -1.3520 -2.9748 0.5709  C6 1.700, H10 1.117, H12 1.136, H13 1.234
9 H 0.3069 4.4344 0.3531  O3 0.942
10 H -1.2431 -2.5766 1.6085  C8 1.117
11 H -1.3174 1.3967 -0.0748  C7 1.173
12 H -2.2048 -2.4763 0.0104  C8 1.136
13 H -1.2167 -4.2010 0.6105  C8 1.234
14 H 1.7966 2.3190 -0.1165  N5 1.230

***

Version b
ORCA calculation (ωB97M-V with the def2-TZVPD basis set) on an isolated molecule of C3H6N2O3.

Calculated values
SMILES = COC(=O)O/C=N\N
frontier orbital gap = 0.381 Eh
HOMO = -9.73 eV

Last columns: bonded neighbours and bond lengths (Å).
Atoms and positions in Å:
1 O 1.1574 1.6668 -0.2488  C6 1.236
2 O 1.4986 -0.5571 -0.1252  C6 1.256, C7 1.434
3 O -0.4801 0.0347 -0.2327  C6 1.376, C8 1.421
4 N -3.0580 -0.7276 -0.3869  N5 1.406, H10 1.145, H11 1.081
5 N -2.8120 0.5674 0.1008  N4 1.406, C8 1.215
6 C 0.8182 0.4808 -0.3196  O1 1.236, O2 1.256, O3 1.376
7 C 2.9181 -0.5346 0.0806  O2 1.434, H9 1.136, H13 1.060, H14 1.161
8 C -1.6213 0.8086 0.1127  O3 1.421, N5 1.215, H12 1.199
9 H 3.4058 -0.0907 -0.8450  C7 1.136
10 H -4.0106 -1.1699 0.0680  N4 1.145
11 H -2.4207 -1.1769 0.3617  N4 1.081
12 H -1.3637 1.9690 0.2697  C8 1.199
13 H 3.3064 -1.5062 0.2536  C7 1.060
14 H 2.6621 0.2358 0.9110  C7 1.161

***

Which of them is the most stable, and which is the least stable? version b and version a, in that order.

***

Version a
ORCA calculation (ωB97M-V with the def2-TZVPD basis set) on a cluster of 2 separate species, C6H12O in total.

Calculated values
total charge = +1
frontier orbital gap (spin up / spin down) = 0.339 / 0.196 Eh
HOMO (spin up / spin down) = -13.52 / -13.52 eV
spin multiplicity = 2

Last columns: bonded neighbours and bond lengths (Å).
Atoms and positions in Å:
1 O 1.6227 0.6006 5.9926  H14 0.917, H19 0.985
2 C 0.7931 -1.3553 0.1721  C6 1.482, H10 1.144, H15 1.106, H18 1.074
3 C -2.3540 0.9521 -1.3865  C7 1.385, H9 1.038, H16 1.135
4 C -0.1315 0.0304 -1.6693  C5 1.495, C6 1.370, C7 1.520
5 C 0.3284 -0.8560 -2.7822  C4 1.495, H11 1.093, H13 1.113, H17 1.039
6 C 0.1451 -0.1230 -0.3366  C2 1.482, C4 1.370, H12 1.065
7 C -1.1334 1.1183 -2.0202  C3 1.385, C4 1.520, H8 1.029
8 H -0.7205 1.9223 -2.5120  C7 1.029
9 H -3.1006 1.6077 -1.6882  C3 1.038
10 H 1.7341 -1.6731 -0.3946  C2 1.144
11 H 0.2783 -0.2031 -3.6574  C5 1.093
12 H -0.2334 0.5499 0.3968  C6 1.065
13 H 1.4199 -1.0666 -2.7254  C5 1.113
14 H 0.8087 0.6862 6.4050  O1 0.917
15 H 0.0444 -2.1672 0.2358  C2 1.106
16 H -2.3817 0.0216 -0.7372  C3 1.135
17 H -0.0635 -1.8174 -2.8298  C5 1.039
18 H 1.0115 -1.3913 1.2227  C2 1.074
19 H 2.3354 0.1266 6.4798  O1 0.985

***

Version b
ORCA calculation (ωB97M-V with the def2-TZVPD basis set) on a cluster of 2 separate species, C6H12O in total.

Calculated values
total charge = +1
frontier orbital gap (spin up / spin down) = 0.379 / 0.237 Eh
HOMO (spin up / spin down) = -14.57 / -14.48 eV
spin multiplicity = 2

Last columns: bonded neighbours and bond lengths (Å).
Atoms and positions in Å:
1 O -2.0513 0.2562 3.2345  H9 0.966, H10 0.965
2 C -1.1358 0.2373 -0.3830  C7 1.385, H11 1.088, H13 1.090
3 C 1.5064 -1.0219 -0.1035  C4 1.332, C5 1.502, H12 1.078
4 C 1.0188 -2.1434 0.4233  C3 1.332, H18 1.087, H19 1.086
5 C 0.9938 -0.4923 -1.4121  C3 1.502, C7 1.487, H8 1.061, H14 1.107
6 C 0.3980 1.9851 -1.2839  C7 1.469, H15 1.095, H16 1.094, H17 1.089
7 C 0.0477 0.5840 -1.0132  C2 1.385, C5 1.487, C6 1.469
8 H 1.6772 -0.1836 -2.1626  C5 1.061
9 H -2.9384 -0.1255 3.2294  O1 0.966
10 H -1.7238 0.2413 4.1419  O1 0.965
11 H -1.7845 1.0766 -0.1433  C2 1.088
12 H 2.2003 -0.3325 0.3506  C3 1.078
13 H -1.6369 -0.7004 -0.1425  C2 1.090
14 H 0.4280 -1.2410 -1.9982  C5 1.107
15 H -0.0955 2.3113 -2.2049  C6 1.095
16 H 0.0232 2.6156 -0.4722  C6 1.094
17 H 1.4593 2.2143 -1.3710  C6 1.089
18 H 0.2769 -2.7586 -0.0799  C4 1.087
19 H 1.3366 -2.5225 1.3906  C4 1.086

***

Which of them is the most stable, and which is the least stable? version b and version a, in that order.

***

Version a
ORCA calculation (ωB97M-V with the def2-TZVPD basis set) on an isolated molecule of C4H7FO.

Calculated values
SMILES = FCC[C@@H]1CO1
frontier orbital gap = 0.418 Eh
HOMO = -10.31 eV

Last columns: bonded neighbours and bond lengths (Å).
Atoms and positions in Å:
1 F -2.8251 -0.1763 0.1540  C4 1.334
2 O 1.3058 -0.3836 1.0335  C3 1.365, C5 1.539
3 C 0.8617 0.5361 0.1280  O2 1.365, C5 1.511, C6 1.540, H13 1.127
4 C -1.5438 -0.5466 0.1629  F1 1.334, C6 1.540, H11 1.076, H12 1.134
5 C 1.8179 -0.5019 -0.4126  O2 1.539, C3 1.511, H7 1.148, H9 0.990
6 C -0.6661 0.7128 0.0415  C3 1.540, C4 1.540, H8 1.068, H10 1.092
7 H 2.8854 -0.2185 -0.7261  C5 1.148
8 H -0.8716 1.3211 0.8947  C6 1.068
9 H 1.3602 -1.2068 -0.9366  C5 0.990
10 H -0.9187 1.1508 -0.9269  C6 1.092
11 H -1.3604 -1.0544 1.0938  C4 1.076
12 H -1.4450 -1.1464 -0.7945  C4 1.134
13 H 1.3995 1.5136 0.2883  C3 1.127

***

Version b
ORCA calculation (ωB97M-V with the def2-TZVPD basis set) on an isolated molecule of C4H7FO.

Calculated values
SMILES = O[C@@H]1C[C@H]1CF
frontier orbital gap = 0.423 Eh
HOMO = -10.52 eV

Last columns: bonded neighbours and bond lengths (Å).
Atoms and positions in Å:
1 F 2.6358 0.1144 -0.2586  C3 1.383
2 O -2.1140 -0.5721 -0.3290  C4 1.469, H9 0.997
3 C 1.5267 -0.6304 0.0982  F1 1.383, C6 1.527, H7 1.106, H13 1.106
4 C -0.8696 -0.2504 0.3814  O2 1.469, C5 1.535, C6 1.452, H10 1.065
5 C -0.4033 1.1658 0.0186  C4 1.535, C6 1.507, H8 1.141, H11 1.089
6 C 0.2490 -0.0778 -0.5282  C3 1.527, C4 1.452, C5 1.507, H12 1.041
7 H 1.5646 -0.5779 1.2023  C3 1.106
8 H -1.0756 1.7638 -0.6833  C5 1.141
9 H -2.6963 0.2288 -0.2127  O2 0.997
10 H -0.8018 -0.7486 1.3205  C4 1.065
11 H 0.1899 1.7103 0.7519  C5 1.089
12 H 0.0798 -0.4756 -1.4755  C6 1.041
13 H 1.7148 -1.6502 -0.2855  C3 1.106

***

Version c
ORCA calculation (ωB97M-V with the def2-TZVPD basis set) on a cluster of 2 separate species, C4H7FO in total.

Calculated values
frontier orbital gap = 0.412 Eh
HOMO = -10.73 eV

Last columns: bonded neighbours and bond lengths (Å).
Atoms and positions in Å:
1 F -1.8316 2.2005 0.3201  no bonds
2 O -1.4923 -0.0706 1.5178  C6 1.322, H9 1.028
3 C 0.8039 -0.2694 -1.3170  C4 1.506, C5 1.506, H7 1.049, H13 1.075
4 C 1.0882 -0.8007 0.0636  C3 1.506, C5 1.492, H10 1.116, H11 1.124
5 C 0.2440 0.4188 -0.0999  C3 1.506, C4 1.492, C6 1.535, H12 1.112
6 C -1.2399 0.3275 0.2828  O2 1.322, C5 1.535, H8 1.121
7 H 1.6788 -0.0873 -1.8670  C3 1.049
8 H -2.0800 0.1977 -0.4478  C6 1.121
9 H -0.6770 -0.0470 2.1428  O2 1.028
10 H 2.0977 -0.8164 0.5387  C4 1.116
11 H 0.5566 -1.6276 0.6075  C4 1.124
12 H 0.7602 1.3586 0.1949  C5 1.112
13 H 0.0915 -0.7842 -1.9364  C3 1.075

***

Which of them is the most stable, and which is the least stable? version b and version c, in that order.